Molecular formula: C38H82N4O5
Method: DFT, ωB97M-V/def2-TZVPD

Calculated values
**Lowest unoccupied orbital energy**: 0.47 eV
**HOMO**: -8.389 eV
**SMILES**: CC1(C)CCCC(C)(C)N1O.CC1(C)CCCC(C)(C)N1O.CC1(C)CCCC(C)(C)N1O.CC1(C)CCCC(C)(C)N1O.CCO
**Energy**: -56927.9714 eV

Geometry as XYZ:
```
129
C38H82N4O5 | the Open Molecules 2025 dataset | ωB97M-V/def2-TZVPD
C -20.42 -10.93 -6.05
C -19.97 -11.85 -4.91
O -20.02 -11.34 -3.58
H -21.49 -10.65 -6.02
H -20.24 -11.45 -7.01
H -19.87 -9.97 -6.10
H -18.94 -12.14 -5.02
H -20.57 -12.76 -4.84
H -20.94 -11.17 -3.31
C -25.06 -15.11 -7.34
C -24.25 -14.90 -8.63
C -22.96 -15.57 -8.43
C -22.86 -17.12 -8.52
C -23.48 -17.57 -9.84
C -24.89 -16.98 -10.06
N -24.74 -15.50 -9.91
O -26.02 -14.94 -10.18
C -25.30 -17.25 -11.48
C -25.90 -17.66 -9.15
C -24.12 -13.44 -8.90
H -25.08 -16.13 -6.95
H -26.11 -14.91 -7.54
H -24.76 -14.43 -6.56
H -22.26 -15.19 -9.16
H -22.62 -15.29 -7.42
H -23.34 -17.59 -7.69
H -21.80 -17.39 -8.49
H -23.40 -18.65 -9.99
H -22.87 -17.17 -10.70
H -25.19 -18.30 -11.64
H -26.34 -17.01 -11.81
H -24.64 -16.73 -12.17
H -25.63 -17.94 -8.15
H -26.88 -17.22 -9.03
H -26.14 -18.62 -9.63
H -25.06 -12.91 -9.08
H -23.58 -13.30 -9.88
H -23.68 -12.88 -8.06
H -25.86 -14.29 -10.88
C -14.54 -12.00 -3.14
C -15.79 -11.14 -2.82
C -16.12 -11.53 -1.39
C -17.25 -10.70 -0.80
C -16.87 -9.23 -0.96
C -16.59 -8.79 -2.42
N -15.54 -9.71 -2.92
O -15.13 -9.43 -4.30
C -17.91 -8.64 -3.25
C -15.94 -7.41 -2.33
C -16.88 -11.63 -3.76
H -14.78 -13.08 -3.05
H -13.69 -11.72 -2.55
H -14.25 -11.85 -4.18
H -16.31 -12.60 -1.30
H -15.19 -11.39 -0.83
H -17.35 -10.96 0.26
H -18.11 -10.89 -1.37
H -15.98 -8.87 -0.39
H -17.73 -8.69 -0.57
H -17.64 -8.77 -4.35
H -18.61 -9.46 -3.02
H -18.40 -7.67 -3.09
H -15.07 -7.31 -1.69
H -15.72 -7.00 -3.32
H -16.70 -6.72 -1.94
H -16.98 -12.72 -3.64
H -16.60 -11.41 -4.83
H -17.83 -11.18 -3.47
H -15.94 -9.62 -4.85
C -13.02 -11.83 -8.70
C -14.28 -11.10 -8.83
C -14.45 -10.80 -10.40
C -15.76 -10.26 -10.84
C -16.85 -11.20 -10.33
C -16.78 -11.54 -8.81
N -15.43 -12.01 -8.55
O -15.38 -12.41 -7.15
C -17.28 -10.34 -8.02
C -17.69 -12.76 -8.59
C -14.07 -9.86 -8.09
H -12.27 -11.31 -9.28
H -13.10 -12.87 -9.07
H -12.65 -11.80 -7.65
H -13.56 -10.31 -10.81
H -14.44 -11.83 -10.81
H -15.80 -10.23 -11.91
H -15.85 -9.22 -10.49
H -16.67 -12.15 -10.85
H -17.82 -10.86 -10.65
H -17.01 -10.41 -6.99
H -16.99 -9.40 -8.54
H -18.36 -10.33 -8.00
H -17.36 -13.59 -9.20
H -17.79 -13.07 -7.54
H -18.71 -12.49 -8.93
H -14.03 -10.17 -6.97
H -14.75 -9.05 -8.18
H -13.09 -9.43 -8.35
H -15.25 -13.36 -7.18
C -25.34 -11.77 -2.90
C -24.78 -11.72 -4.31
C -25.88 -11.96 -5.38
C -26.82 -10.77 -5.57
C -25.89 -9.60 -5.93
C -24.82 -9.28 -4.96
N -24.02 -10.50 -4.67
O -23.07 -10.27 -3.69
C -23.90 -8.27 -5.63
C -25.36 -8.52 -3.78
C -23.83 -12.92 -4.35
H -25.66 -12.75 -2.63
H -24.51 -11.52 -2.21
H -26.18 -11.11 -2.64
H -25.32 -12.01 -6.33
H -26.36 -12.96 -5.33
H -27.59 -10.96 -6.33
H -27.40 -10.50 -4.65
H -26.42 -8.64 -6.12
H -25.33 -9.96 -6.79
H -23.19 -7.77 -4.92
H -24.49 -7.55 -6.21
H -23.22 -8.74 -6.35
H -24.52 -8.14 -3.17
H -26.10 -9.03 -3.13
H -25.85 -7.60 -4.12
H -24.39 -13.86 -4.51
H -23.18 -12.87 -5.28
H -23.23 -13.06 -3.46
H -23.46 -9.91 -2.90
```

Molecular formula: C38H83BCl2O9S
Method: DFT, ωB97M-V/def2-TZVPD

Calculated values
**Lowest unoccupied orbital energy**: 0.48 eV
**HOMO**: -8.141 eV
**SMILES**: CCCCCCCCCCCCCCB(CSCC)[C@H](Cl)[C@H](C)Cl.COCCOCCOC.COCCOCCOC.COCCOCCOC
**Energy**: -95731.9070 eV

Geometry as XYZ:
```
134
C38H83BCl2O9S | the Open Molecules 2025 dataset | ωB97M-V/def2-TZVPD
C -0.44 0.38 -10.26
C 0.79 0.40 -9.36
C 0.75 -0.65 -8.25
C -0.14 -0.27 -7.06
C -1.04 -1.40 -6.56
C -1.97 -1.00 -5.41
C -1.49 -1.47 -4.03
C -0.03 -1.17 -3.71
C 0.55 -2.05 -2.60
C 2.07 -1.97 -2.46
C 2.83 -2.05 -3.78
C 4.36 -2.11 -3.63
C 5.06 -0.86 -4.18
C 4.50 0.44 -3.59
B 4.50 1.75 -4.43
C 4.08 3.11 -3.76
S 2.63 2.96 -2.66
C 3.37 3.10 -1.02
C 2.33 3.62 -0.03
C 4.91 1.76 -5.98
Cl 6.03 3.16 -6.25
C 3.66 1.77 -6.89
C 3.49 2.94 -7.83
Cl 2.21 1.62 -5.80
H -0.81 -0.64 -10.40
H -1.26 0.98 -9.84
H -0.22 0.78 -11.25
H 1.69 0.27 -9.97
H 0.88 1.38 -8.88
H 1.78 -0.83 -7.90
H 0.40 -1.60 -8.67
H 0.48 0.08 -6.23
H -0.77 0.59 -7.33
H -0.40 -2.23 -6.24
H -1.62 -1.78 -7.41
H -2.09 0.09 -5.40
H -2.97 -1.41 -5.58
H -1.67 -2.55 -3.94
H -2.12 -1.00 -3.26
H 0.04 -0.12 -3.39
H 0.58 -1.26 -4.61
H 0.25 -3.10 -2.77
H 0.09 -1.75 -1.65
H 2.35 -1.05 -1.94
H 2.40 -2.79 -1.82
H 2.58 -1.18 -4.40
H 2.48 -2.93 -4.35
H 4.62 -2.24 -2.57
H 4.76 -2.99 -4.15
H 6.13 -0.93 -3.95
H 4.97 -0.87 -5.27
H 3.45 0.30 -3.28
H 5.02 0.68 -2.65
H 4.92 3.48 -3.15
H 3.86 3.90 -4.48
H 3.75 2.13 -0.69
H 4.23 3.78 -1.08
H 2.25 4.71 -0.05
H 1.34 3.22 -0.28
H 2.55 3.31 0.99
H 5.52 0.90 -6.26
H 3.66 0.84 -7.46
H 3.65 3.89 -7.32
H 2.48 2.92 -8.25
H 4.20 2.85 -8.66
C 3.80 2.02 6.96
O 3.39 3.27 6.45
C 4.15 3.71 5.34
C 3.30 4.54 4.40
O 2.40 3.79 3.61
C 1.27 3.22 4.26
C 0.20 4.20 4.65
O 0.57 4.95 5.79
C -0.06 6.21 5.86
H 4.78 2.07 7.44
H 3.06 1.71 7.70
H 3.83 1.27 6.16
H 4.56 2.86 4.79
H 4.99 4.33 5.69
H 3.98 5.01 3.68
H 2.79 5.33 4.95
H 1.58 2.61 5.11
H 0.83 2.55 3.51
H -0.71 3.63 4.87
H -0.01 4.86 3.81
H 0.12 6.79 4.94
H 0.37 6.74 6.70
H -1.14 6.12 6.00
C -1.86 -3.41 2.27
O -1.63 -2.90 3.57
C -1.38 -3.91 4.53
C -0.44 -3.41 5.61
O 0.90 -3.28 5.19
C 1.24 -2.15 4.41
C 1.37 -0.87 5.20
O 0.10 -0.36 5.57
C 0.15 0.45 6.72
H -2.80 -3.97 2.21
H -1.92 -2.56 1.60
H -1.04 -4.06 1.95
H -0.94 -4.80 4.05
H -2.32 -4.22 5.01
H -0.43 -4.17 6.39
H -0.82 -2.48 6.03
H 0.54 -2.01 3.58
H 2.23 -2.37 4.00
H 1.89 -0.13 4.58
H 1.98 -1.05 6.10
H 0.61 -0.07 7.57
H -0.88 0.71 6.99
H 0.70 1.37 6.53
C -4.45 -1.19 4.31
O -5.47 -2.01 3.78
C -5.37 -3.36 4.19
C -6.73 -4.02 4.24
O -7.52 -3.61 5.34
C -8.19 -2.36 5.23
C -9.44 -2.41 4.38
O -9.13 -2.48 3.01
C -10.14 -3.11 2.24
H -3.47 -1.43 3.90
H -4.71 -0.16 4.06
H -4.41 -1.28 5.41
H -4.91 -3.42 5.19
H -4.74 -3.93 3.49
H -6.56 -5.09 4.40
H -7.25 -3.88 3.29
H -7.51 -1.58 4.86
H -8.49 -2.11 6.24
H -10.02 -1.49 4.58
H -10.05 -3.27 4.69
H -10.37 -4.10 2.63
H -9.76 -3.20 1.23
H -11.06 -2.51 2.22
```

Values for energy relative to the best compared isomer or geometry (same formula, charge and spin), kcal/mol, ordered as above
0.0 0.0
Values for Kohn-Sham gap, eV, ordered as above
8.86 8.62